Entry from OMol25: a structure of composition C32H43BBrN7OS3Ti at a distorted geometry (ωB97M-V/def2-TZVPD).

Values from the calculation:
2S+1 = 2
expectation value of S² = 0.756
HOMO (alpha / beta) = -0.616 / -0.631 hartree
energy above the lowest of the compared OMol25 structures with the same formula, charge and spin = 0.00 kJ/mol
Kohn-Sham gap (alpha / beta) = 0.263 / 0.279 hartree
calculated total energy = -172677.584 eV
net charge = +3

Structure (XYZ):
```
89
Properties=species:S:1:pos:R:3:forces:R:3
H 1.84380 2.58171 4.20899 -0.0046 0.0896 0.3507
N 0.37093 -0.00204 2.11857 -0.2592 0.0981 -0.1417
N -1.24078 -0.01787 -0.92791 0.2695 0.0059 0.4623
N 1.32069 0.24002 -0.51942 0.3098 -1.1641 0.3599
C -3.97720 1.69439 1.41443 1.0540 -0.6317 1.5689
H 1.08711 -0.48547 6.17480 0.1642 -0.3307 -0.2725
C -0.40072 -1.50652 3.79302 0.1201 -0.1997 -0.1499
H 3.74372 3.46692 -2.77424 0.7937 0.0114 -0.6004
H -5.63256 0.40860 -0.51855 -0.2455 -0.2253 0.2930
C -3.99713 3.46622 -0.40059 0.0631 -0.2231 -0.8575
H -3.97799 0.60512 1.70176 -0.5481 0.9091 -0.5871
H -5.59054 1.75422 -1.58946 -0.7311 0.2498 -0.6462
S 2.32792 -2.20425 0.26249 0.1697 1.2976 -0.9210
H -1.28571 -4.11437 4.08210 0.0569 -0.0443 0.3047
C 4.94140 -0.42166 0.11555 0.5777 -0.0449 1.1897
H -4.13509 1.60069 -2.74594 1.3273 -0.4051 0.1819
H -1.34938 1.76266 4.48226 0.0775 0.0966 0.1807
C -0.92171 -2.38026 2.84171 -0.1532 0.0415 0.4213
C 1.15739 -7.08894 -3.91764 1.2493 1.7699 1.1083
H 3.09079 5.56897 -0.71215 0.0476 -0.2025 0.2717
H 0.01229 -6.03532 -0.89183 0.0274 -0.4847 -0.1536
Ti 0.77392 -2.92620 -1.45654 0.7306 -0.4940 -0.1477
C 3.56071 1.57376 -0.45794 1.2613 1.2069 -0.1766
H -2.32774 -0.55341 -4.95827 0.2576 -1.1549 -0.4856
C 3.11942 4.51354 -0.42362 0.9770 -0.5200 1.5023
H 4.17260 4.13404 -0.50012 -0.6895 0.7676 -0.1577
H -3.33054 0.86883 -4.76556 0.8487 -0.0230 -0.4016
B -0.01158 -0.34354 -0.18290 0.4346 0.0184 0.5296
H 2.61998 -5.90738 -5.05054 0.5855 0.1101 -0.8925
C -5.59573 1.49159 -0.55262 1.4421 0.0277 0.0359
H -3.92315 3.60919 -1.48640 -0.2622 -0.0791 0.1172
H 5.83352 0.12505 -0.24105 -0.5872 -0.2448 0.2550
S -0.03715 -1.22375 -2.94086 -0.4623 0.3989 -0.2671
C 0.23659 -0.27607 3.39805 -1.0753 -0.9154 0.5038
H 2.15660 1.40502 2.99852 0.6928 -0.4708 -0.5500
H 5.05502 -0.68250 1.19512 -0.0115 0.6371 -0.5023
C 0.65019 0.77752 4.41135 0.0067 -0.0583 0.3860
C 1.63275 0.14886 5.47244 -0.5170 0.9108 -0.4842
C 0.53120 -6.10042 -1.84523 0.1770 1.4589 0.2195
H -1.49741 0.99987 -4.78721 0.1786 0.3067 -0.6208
O 1.08426 -7.96888 -4.84963 -0.2687 -1.2362 -0.9323
C 0.50722 -7.19589 -2.66248 0.7264 0.9221 -0.4158
H -3.07694 3.81231 -0.02134 1.3978 0.3212 0.5755
H -1.06929 0.62867 5.81896 -0.1589 -0.2437 0.3179
C -3.22964 1.12842 -2.28449 -1.2501 0.4361 1.8197
H -2.72825 -3.28196 3.49672 -0.6811 0.2253 0.3360
H 2.42250 -0.38740 4.91229 -0.1336 0.2407 0.7721
H -2.93824 1.96129 1.65315 -0.2231 0.3012 0.1598
H -0.18954 2.17715 5.79193 -0.2928 0.1424 0.1820
C 2.25498 3.67265 -1.34334 -1.7098 -0.7083 1.4535
H 0.48571 -8.74031 -4.69838 0.5284 0.7326 0.1126
S -0.97385 -3.06008 0.06288 -0.6985 0.0009 0.6766
H -6.44947 1.94030 -0.06498 0.0236 0.1281 0.2534
C -3.14551 1.22359 -0.82137 0.5905 -0.9438 -0.4936
H 0.05118 -8.10484 -2.33628 -0.4139 -0.3667 0.0073
H 2.56934 4.72760 -3.15608 0.0100 1.5189 -0.5425
H 0.06209 3.49225 -1.97389 1.0323 0.4623 0.7007
C 1.89269 -4.86529 -3.30795 -0.4526 -1.1386 0.6223
H 2.01564 0.97652 6.12021 0.0606 -0.6665 -0.7864
H 0.69948 2.39386 2.89768 0.3370 -0.5085 0.4118
C -0.69353 -2.04390 1.47356 0.3205 0.3361 0.3831
H -1.80855 -4.25095 2.44254 -0.1730 -1.3566 -1.4222
C 2.45761 -0.49014 -0.23227 -0.9771 0.6846 0.6977
H -0.44620 -1.78238 4.87660 -0.1123 0.3903 -1.1003
H 4.49613 2.14591 -0.46071 -0.4749 -0.0929 0.0347
H -4.70713 4.17898 -0.03343 -0.9019 -0.0786 0.3157
C -4.19950 1.99247 -0.03589 -0.9183 -0.6892 -0.5029
N 1.15039 -4.90120 -2.14760 -0.0307 -0.6467 -1.0787
C 1.37665 1.83207 3.58096 -0.8816 1.5007 0.5001
C 2.04053 -5.92897 -4.17196 -2.3560 -0.4697 1.5818
C 3.65439 0.26636 -0.14662 -0.0751 -1.5584 -0.3751
N -0.09902 -0.86779 1.21268 -0.6119 -0.3811 0.5785
Br 2.67063 -3.13583 -3.53950 0.0498 -0.3726 -0.1315
C 0.73545 4.09434 -1.28655 0.3061 -0.6203 -1.2459
H 0.31324 4.01090 -0.29457 -0.0086 0.2744 0.2989
C -2.34946 0.38352 -2.98343 1.2002 -0.1733 -1.2615
C -1.73862 -3.59962 3.24823 1.2615 1.4921 0.3634
H -4.61489 2.24466 2.10683 -0.1826 -0.0338 -0.2894
H 2.11285 3.05922 -3.35603 0.3287 0.2057 -0.1371
H 0.69670 5.10606 -1.69119 -0.1372 0.1448 0.4270
N -2.17157 0.60090 -0.15191 -0.7858 0.9806 -1.3774
C 2.37648 2.20023 -0.84242 -1.7553 1.1878 -1.2231
C -0.61382 1.37725 5.19395 1.4499 -0.4015 -1.5936
H 4.89688 -1.40731 -0.29782 0.1918 -0.5586 -0.7320
C -2.35405 0.40594 -4.52233 -1.3913 0.7682 2.1697
C -1.27662 -0.21879 -2.23782 -0.6727 0.0499 -0.5546
C 2.71677 3.76766 -2.76881 -0.4045 -2.1752 0.3132
N 1.23043 1.54058 -0.88581 1.0949 -1.0176 0.4901
H 2.89705 4.36300 0.69314 -0.1295 0.4952 -1.5856
```
Positions in Å, forces in eV/Å.